No. 1
# CHClN4OP

The ion CHClN4OP with charge -1 in a non-equilibrium geometry (ωB97M-V with the def2-TZVPD basis set, the Open Molecules 2025 dataset).

Calculated values
- total energy (hartree) = -1134.59642
- E_LUMO (eV) = 3.6
- energy relative to the best compared isomer or geometry (same formula, charge and spin) (kJ/mol) = 31.95
- HOMO-LUMO gap (eV) = 9.1
- HOMO level (eV) = -5.5
- strongest force on any atom (Eh/bohr) = 0.046

```
! wB97M-V def2-TZVPD RIJCOSX def2/J DEFGRID3
* xyz -1 1
O -0.42 0.06 0.18
C 2.31 -0.03 0.26
N 3.42 -0.15 0.96
P 0.88 -1.01 0.78
N 2.45 0.79 -0.76
N 4.28 0.63 0.32
N 3.71 1.13 -0.74
Cl 0.70 -2.53 -0.65
H -0.06 0.97 0.31
*
```

Just the natural (NBO) charges please, in e? Sure, here they are: atom 1 (O): -0.99, atom 2 (C): -0.19, atom 3 (N): -0.35, atom 4 (P): 1.07, atom 5 (N): -0.35, atom 6 (N): -0.17, atom 7 (N): -0.15, atom 8 (Cl): -0.36, atom 9 (H): 0.49



No. 2
# CHClN4OP

A structure of composition CHClN4OP in a non-equilibrium geometry (ωB97M-V with the def2-TZVPD basis set, the Open Molecules 2025 dataset).

Calculated values
- total energy (hartree) = -1134.50351
- E_LUMO (eV) = 3.8
- energy relative to the best compared isomer or geometry (same formula, charge and spin) (kJ/mol) = 275.89
- HOMO-LUMO gap (eV) = 7.1
- HOMO level (eV) = -3.3
- strongest force on any atom (Eh/bohr) = 0.084

```
! wB97M-V def2-TZVPD RIJCOSX def2/J DEFGRID3
* xyz -1 1
N 2.56 0.41 -0.20
P -0.58 0.91 -0.46
N -3.27 -1.39 0.14
C 1.47 -0.13 -0.18
N -2.09 0.58 0.41
Cl 1.25 -1.96 -0.12
H 3.46 -0.18 0.14
N -2.64 -0.46 0.21
O -0.15 2.22 0.06
*
```

Just the natural (NBO) charges please, in e? Sure, here they are: atom 1 (N): -0.72, atom 2 (P): 1.29, atom 3 (N): -0.17, atom 4 (C): 0.05, atom 5 (N): -0.64, atom 6 (Cl): -0.28, atom 7 (H): 0.32, atom 8 (N): 0.26, atom 9 (O): -1.11



No. 3
# CHClNOP

An isolated molecule of CHClNOP in a non-equilibrium geometry (ωB97M-V with the def2-TZVPD basis set, the Open Molecules 2025 dataset).

Calculated values
- total energy (hartree) = -970.23519
- E_LUMO (eV) = -0.1
- energy relative to the best compared isomer or geometry (same formula, charge and spin) (kJ/mol) = 102.56
- HOMO-LUMO gap (eV) = 10.7
- HOMO level (eV) = -10.7
- SMILES = N#COPCl
- strongest force on any atom (Eh/bohr) = 0.030

```
! wB97M-V def2-TZVPD RIJCOSX def2/J DEFGRID3
* xyz 0 1
Cl 1.00 2.04 0.25
P 0.98 0.22 -0.70
N -2.50 -0.73 0.04
H 2.02 -0.39 -0.05
C -1.37 -0.60 0.13
O -0.12 -0.54 0.32
*
```

Just the natural (NBO) charges please, in e? Sure, here they are: atom 1 (Cl): -0.28, atom 2 (P): 0.93, atom 3 (N): -0.39, atom 4 (H): -0.07, atom 5 (C): 0.54, atom 6 (O): -0.73



No. 4
# CHClO2S

A cluster of 2 separate species, CHClO2S in total in a non-equilibrium geometry (ωB97M-V with the def2-TZVPD basis set, the Open Molecules 2025 dataset).

Calculated values
- total energy (hartree) = -1047.48950
- E_LUMO (spin up / spin down) (eV) = 0.7 / -1.2
- energy relative to the best compared isomer or geometry (same formula, charge and spin) (kJ/mol) = 28.84
- HOMO-LUMO gap (spin up / spin down) (eV) = 10.3 / 9.8
- HOMO level (spin up / spin down) (eV) = -9.6 / -11.0
- strongest force on any atom (Eh/bohr) = 0.043

```
! wB97M-V def2-TZVPD RIJCOSX def2/J DEFGRID3
* xyz 0 3
H -2.12 1.26 0.65
S 2.72 -1.61 0.13
O -1.76 -0.62 -0.05
Cl 0.24 0.95 -0.17
O 2.40 -0.46 -0.78
C -1.49 0.49 0.21
*
```

Just the natural (NBO) charges please, in e? Sure, here they are: atom 1 (H): 0.17, atom 2 (S): 0.66, atom 3 (O): -0.47, atom 4 (Cl): -0.12, atom 5 (O): -0.66, atom 6 (C): 0.42



No. 5
# CHClO3

An isolated molecule of CHClO3 in a non-equilibrium geometry (ωB97M-V with the def2-TZVPD basis set, the Open Molecules 2025 dataset).

Calculated values
- total energy (hartree) = -724.31008
- E_LUMO (spin up / spin down) (eV) = 0.3 / -4.5
- energy relative to the best compared isomer or geometry (same formula, charge and spin) (kJ/mol) = 434.86
- HOMO-LUMO gap (spin up / spin down) (eV) = 5.9 / 6.6
- HOMO level (spin up / spin down) (eV) = -5.7 / -11.1
- strongest force on any atom (Eh/bohr) = 0.090

```
! wB97M-V def2-TZVPD RIJCOSX def2/J DEFGRID3
* xyz 0 3
O -0.72 1.13 -0.24
C -0.67 -0.08 -0.10
H 1.28 0.79 -0.03
O 0.47 -0.74 0.28
Cl -1.97 -1.13 -0.28
O 1.60 0.04 0.37
*
```

Just the natural (NBO) charges please, in e? Sure, here they are: atom 1 (O): -0.53, atom 2 (C): 0.26, atom 3 (H): 0.48, atom 4 (O): 0.02, atom 5 (Cl): 0.00, atom 6 (O): -0.23



No. 6
# CHClO3S

A cluster of 2 separate species, CHClO3S in total in a non-equilibrium geometry (ωB97M-V with the def2-TZVPD basis set, the Open Molecules 2025 dataset).

Calculated values
- total energy (hartree) = -1122.79912
- E_LUMO (eV) = -0.1
- energy relative to the best compared isomer or geometry (same formula, charge and spin) (kJ/mol) = 51.87
- HOMO-LUMO gap (eV) = 10.3
- HOMO level (eV) = -10.4
- strongest force on any atom (Eh/bohr) = 0.074

```
! wB97M-V def2-TZVPD RIJCOSX def2/J DEFGRID3
* xyz 0 1
O 1.34 0.60 -3.98
O 2.38 -1.37 -3.36
S -0.05 0.33 -0.52
Cl 0.12 -1.74 -0.72
H -0.60 0.38 -1.85
O 1.16 1.04 -0.62
C 1.91 -0.37 -3.71
*
```

Just the natural (NBO) charges please, in e? Sure, here they are: atom 1 (O): -0.52, atom 2 (O): -0.51, atom 3 (S): 1.15, atom 4 (Cl): -0.27, atom 5 (H): 0.02, atom 6 (O): -0.90, atom 7 (C): 1.02



No. 7
# CHClOS2

An isolated molecule of CHClOS2 in a non-equilibrium geometry (ωB97M-V with the def2-TZVPD basis set, the Open Molecules 2025 dataset).

Calculated values
- total energy (hartree) = -1370.48261
- E_LUMO (eV) = -0.2
- energy relative to the best compared isomer or geometry (same formula, charge and spin) (kJ/mol) = 72.01
- HOMO-LUMO gap (eV) = 8.9
- HOMO level (eV) = -9.1
- SMILES = O=C(Cl)SS
- strongest force on any atom (Eh/bohr) = 0.063

```
! wB97M-V def2-TZVPD RIJCOSX def2/J DEFGRID3
* xyz 0 1
S 1.62 -1.22 -0.58
Cl -1.29 2.08 0.75
C -0.68 0.52 0.56
O -0.95 -0.49 1.10
H 0.37 -1.58 -0.97
S 0.93 0.69 -0.86
*
```

Just the natural (NBO) charges please, in e? Sure, here they are: atom 1 (S): -0.09, atom 2 (Cl): 0.06, atom 3 (C): 0.44, atom 4 (O): -0.49, atom 5 (H): 0.15, atom 6 (S): -0.06



No. 8
# CHClOS2

An isolated molecule of CHClOS2 in a non-equilibrium geometry (ωB97M-V with the def2-TZVPD basis set, the Open Molecules 2025 dataset).

Calculated values
- total energy (hartree) = -1370.27561
- E_LUMO (spin up / spin down) (eV) = -1.0 / -3.5
- energy relative to the best compared isomer or geometry (same formula, charge and spin) (kJ/mol) = 330.04
- HOMO-LUMO gap (spin up / spin down) (eV) = 7.2 / 5.9
- HOMO level (spin up / spin down) (eV) = -8.2 / -9.4
- strongest force on any atom (Eh/bohr) = 0.040

```
! wB97M-V def2-TZVPD RIJCOSX def2/J DEFGRID3
* xyz 0 3
H 2.06 0.38 0.27
S 1.69 -1.99 -0.13
O -1.93 0.95 -0.52
Cl -3.10 0.35 0.49
C 1.41 -0.44 -0.01
S -0.13 0.75 -0.10
*
```

Just the natural (NBO) charges please, in e? Sure, here they are: atom 1 (H): 0.21, atom 2 (S): 0.26, atom 3 (O): -0.65, atom 4 (Cl): 0.23, atom 5 (C): -0.53, atom 6 (S): 0.48



No. 9
# CHCrF3O

A structure of composition CHCrF3O in a non-equilibrium geometry (ωB97M-V with the def2-TZVPD basis set, the Open Molecules 2025 dataset).

Calculated values
- total energy (hartree) = -1457.93169
- E_LUMO (spin up / spin down) (eV) = 2.1 / 2.7
- HOMO-LUMO gap (spin up / spin down) (eV) = 4.9 / 5.5
- HOMO level (spin up / spin down) (eV) = -2.8 / -2.9
- strongest force on any atom (Eh/bohr) = 0.031

```
! wB97M-V def2-TZVPD RIJCOSX def2/J DEFGRID3
* xyz -1 6
O 2.38 0.02 0.02
H 1.38 0.02 0.02
F -2.13 0.71 -1.03
F -2.12 -1.27 -0.14
C -1.49 -0.01 -0.01
Cr 4.15 0.04 0.02
F -2.16 0.49 1.12
*
```

Just the natural (NBO) charges please, in e? Sure, here they are: atom 1 (O): -1.28, atom 2 (H): 0.52, atom 3 (F): -0.46, atom 4 (F): -0.46, atom 5 (C): 0.41, atom 6 (Cr): 0.71, atom 7 (F): -0.46



No. 10
# CHF2IO

A structure of composition CHF2IO in a non-equilibrium geometry (ωB97M-V with the def2-TZVPD basis set, the Open Molecules 2025 dataset).

Calculated values
- total energy (hartree) = -611.28282
- E_LUMO (eV) = -2.9
- energy relative to the best compared isomer or geometry (same formula, charge and spin) (kJ/mol) = 236.62
- HOMO-LUMO gap (eV) = 7.2
- HOMO level (eV) = -10.1
- strongest force on any atom (Eh/bohr) = 0.066

```
! wB97M-V def2-TZVPD RIJCOSX def2/J DEFGRID3
* xyz 0 1
I 1.00 -0.65 2.15
H -0.34 0.86 -1.54
O 0.89 -0.50 -0.51
C -0.15 -0.09 -0.86
F -1.26 -0.69 -0.49
F -0.13 1.07 1.24
*
```

Just the natural (NBO) charges please, in e? Sure, here they are: atom 1 (I): 0.55, atom 2 (H): 0.14, atom 3 (O): -0.57, atom 4 (C): 0.77, atom 5 (F): -0.33, atom 6 (F): -0.55